Density functional theory data (ωB97M-V/def2-TZVPD) for a structure of composition C4H8CoNO3 in a non-equilibrium geometry.

XYZ file:
```
17
Properties=species:S:1:pos:R:3:mulliken_charge:R:1
C -1.695 -0.605 0.709 -0.46
C -0.819 -0.708 -0.704 -0.47
O -0.230 0.625 -0.912 -0.41
C 1.230 0.629 -0.722 0.31
N 1.648 2.114 -0.750 -0.68
C 1.724 0.071 0.754 0.43
O 2.234 -1.169 0.967 -0.50
O 1.620 0.958 1.959 -0.19
H -0.941 -0.313 1.580 0.38
H -2.461 0.283 0.632 0.36
H -2.211 -1.623 0.976 0.06
H -0.021 -1.564 -0.696 0.36
H -1.626 -0.852 -1.566 0.33
H 1.799 0.053 -1.581 0.32
H 0.737 2.659 -0.672 0.28
H 2.051 2.306 -1.705 0.30
Co -3.040 -2.864 1.732 0.60
```

Results
net charge = +1
multiplicity = 4
molecular weight = 177.04 g mol⁻¹
electronic energy = -49521.7743 eV

Density functional theory data (ωB97M-V/def2-TZVPD) for the molecule C5H8N2 in a non-equilibrium geometry.

XYZ file:
```
15
Properties=species:S:1:pos:R:3:mulliken_charge:R:1
C -0.587 -0.718 2.011 -1.06
C 0.658 -0.381 1.219 -0.50
C 0.398 0.022 -0.208 0.49
C -0.018 1.227 -0.678 -0.56
N -0.273 1.054 -2.022 -0.12
C 0.081 -0.225 -2.306 -0.24
N 0.446 -0.883 -1.248 -0.60
H -0.505 -0.487 3.070 0.30
H -0.876 -1.777 1.954 0.31
H -1.495 -0.235 1.652 0.32
H 1.283 0.380 1.679 0.34
H 1.291 -1.260 1.111 0.26
H -0.276 2.152 -0.176 0.39
H -0.245 1.748 -2.752 0.24
H 0.119 -0.618 -3.306 0.41
```

Results
net charge = 0
ΔE to the lowest compared entry with this formula, charge and spin = 0.1541 eV
multiplicity = 1
molecular weight = 96.13 g mol⁻¹
SMILES = CCc1c[nH]cn1

Density functional theory data (ωB97M-V/def2-TZVPD) for a cluster of 2 separate species, CH6N in total in a non-equilibrium geometry.

XYZ file:
```
8
Properties=species:S:1:pos:R:3:mulliken_charge:R:1
C 0.772 -0.124 -0.179 -0.68
N -0.670 0.164 0.222 -0.46
H 1.477 0.796 -0.176 0.30
H 1.197 -0.945 0.438 0.32
H 0.581 -0.628 -1.579 0.32
H -0.804 0.378 1.319 0.42
H -1.441 -0.605 0.151 0.41
H -1.113 0.963 -0.196 0.37
```

Results
net charge = +1
ΔE to the lowest compared entry with this formula, charge and spin = 2.0650 eV
multiplicity = 1
molecular weight = 32.07 g mol⁻¹